73
Properties=species:S:1:pos:R:3:forces:R:3:lowdin_charge:R:1 method="wB97M-V/def2-TZVPD" e_lumo_ev="1.281 / 2.153" de_lowest_kcal_mol=54.0 charge=-1
Pb 1.27117 0.15871 -0.11266 1.075 1.103 1.876 1.535
Br 4.75059 -0.64331 3.25465 0.198 -0.145 0.064 0.781
O -5.83854 -2.53918 -1.54226 0.851 1.236 0.388 0.091
O -6.32718 -1.23057 0.97999 0.266 -0.008 0.500 -0.030
O 4.10520 -0.45093 0.02943 0.310 0.376 0.127 -0.182
O -5.86818 -0.31318 -1.72896 -0.111 -0.354 -0.096 -0.024
O 4.21431 1.77518 0.36689 0.783 -1.221 -0.383 -0.057
O -4.59459 -0.14914 1.94412 -0.723 -1.219 -1.167 0.117
O -0.16513 1.00412 -1.35141 -1.771 -1.082 -0.600 -0.544
C -1.07392 -2.82415 0.52620 0.264 1.930 -1.024 -0.303
C 7.54947 -0.22760 2.79774 -0.199 0.233 -0.280 -0.138
C -2.15377 -0.82453 -1.35710 -0.252 -0.929 -0.155 -0.145
C -7.09609 -0.85425 2.12528 -0.172 0.092 0.093 -0.030
C -4.25713 -1.24619 -0.20033 -0.839 0.456 -0.162 -0.251
C 0.31769 1.64422 2.29792 0.032 -0.217 -0.693 -0.277
C 1.68582 2.96186 -2.60393 2.379 0.797 1.344 -0.119
C -3.26327 -0.14867 -0.60165 -0.146 0.441 0.853 -0.107
C 2.64910 1.12511 -3.61805 0.226 0.173 0.459 -0.129
C 8.65315 0.30405 2.12287 -0.453 -0.064 -0.290 -0.110
C -5.04787 -0.82728 1.03042 0.950 1.352 1.282 -0.411
C 3.02219 2.84988 -2.12937 -2.823 1.421 -0.342 -0.105
C 0.05604 2.56208 1.22413 0.288 -0.031 0.235 -0.258
C -1.11445 -2.07102 1.80341 -0.041 -0.050 1.028 -0.082
C 1.24842 3.29909 0.98013 -0.127 -0.632 0.303 -0.185
C 1.68171 1.81057 2.68529 0.296 0.595 -0.408 -0.222
C -7.02812 -0.57694 -2.54087 -0.064 0.285 -0.011 -0.035
C -1.17826 0.24963 -2.01363 0.790 0.423 -0.258 -0.296
C -3.47540 -2.55266 0.00122 -0.086 0.077 -0.118 -0.051
C 3.61756 1.71033 -2.74906 -0.764 -1.233 -1.402 -0.078
C 8.46234 0.94897 0.89412 -0.193 -0.007 0.028 -0.099
C 0.15394 -3.53533 0.08787 0.424 -0.556 -0.044 -0.088
C -5.36999 -1.45199 -1.22622 -0.423 -1.562 -0.914 -0.440
C 6.26564 -0.10018 2.24993 0.773 0.161 -0.431 -0.599
C 2.25216 2.82365 1.86887 -0.885 -0.101 0.755 -0.192
C 1.45189 1.89382 -3.51795 1.015 -0.861 -0.499 -0.106
C 6.07416 0.48611 0.99272 0.174 -0.006 0.573 -0.171
C 4.67934 0.60737 0.41749 -1.020 0.773 -0.649 -0.730
C -2.02004 -2.34932 -0.53522 -0.266 -0.180 -0.983 -0.167
C 7.17984 1.04505 0.33941 0.251 -0.211 0.228 -0.027
H 0.53027 1.71884 -4.07122 0.269 0.009 0.211 0.099
H -1.88659 -3.03911 -1.38644 -0.026 0.254 0.234 0.122
H 7.67860 -0.73011 3.74799 -0.033 0.084 0.023 0.087
H -0.42661 1.01470 2.79378 0.250 0.220 -0.173 0.068
H -7.21856 0.23488 2.14918 0.021 -0.250 0.052 0.102
H -2.65720 -1.24259 -2.25536 0.398 0.220 0.094 0.133
H -8.05432 -1.35080 1.98831 0.016 0.074 0.113 0.093
H -6.76099 -1.22439 -3.38740 -0.149 0.257 0.274 0.099
H 3.25789 3.22306 1.95902 -0.270 -0.275 -0.127 0.081
H -7.37169 0.40489 -2.87573 0.036 -0.236 0.025 0.094
H 9.31564 1.38776 0.36790 -0.299 -0.154 0.186 0.094
H -3.49983 -2.84775 1.06239 0.229 0.138 -0.386 0.129
H -1.85144 1.05162 -2.35948 -0.380 -0.504 -0.061 0.111
H 9.64935 0.21087 2.55396 -0.231 0.027 -0.096 0.092
H -0.11478 -1.72205 2.12583 -0.371 0.048 -0.193 0.069
H -3.78190 0.62872 -1.18532 0.361 -0.219 0.203 0.135
H 0.96725 3.72657 -2.31896 0.210 -0.307 0.004 0.095
H 4.64042 1.36839 -2.60562 -0.341 0.041 0.036 0.103
H -1.46678 -2.69227 2.64114 0.098 -0.103 0.013 0.084
H -0.75294 -0.17166 -2.94548 -0.087 -0.271 0.315 0.096
H 1.05526 -3.22698 0.64931 -0.268 0.034 -0.342 0.077
H 0.30987 -3.44037 -1.00325 0.105 0.172 0.471 0.083
H -6.60431 -1.18347 3.04736 -0.135 0.079 -0.227 0.100
H -7.78258 -1.07739 -1.91936 0.130 0.153 -0.307 0.100
H 2.18696 1.30154 3.50610 -0.151 0.072 -0.299 0.055
H 7.02348 1.57416 -0.60566 0.028 -0.230 0.335 0.116
H 3.50398 3.52606 -1.43011 -0.141 -0.342 -0.078 0.097
H 2.79083 0.24656 -4.24539 -0.015 0.265 0.231 0.079
H 0.08564 -4.62294 0.24845 -0.057 0.041 0.090 0.078
H -4.00550 -3.33300 -0.56190 0.286 0.143 0.258 0.121
H 1.36108 4.12689 0.27989 -0.033 -0.348 0.103 0.077
H -0.91088 2.72535 0.74459 0.376 -0.137 0.115 0.077
H -1.82814 -1.22905 1.79481 0.448 -0.162 -0.162 0.079
H -2.85128 0.31973 0.30522 -0.265 -0.044 -0.166 0.134

=====

42
Properties=species:S:1:pos:R:3:forces:R:3:lowdin_charge:R:1 method="wB97M-V/def2-TZVPD" e_lumo_ev=2.748 de_lowest_kcal_mol=13.9 charge=-1
Pt -0.49876 0.43482 0.06304 0.073 0.161 -0.256 1.192
O -0.68962 2.42770 -0.05123 0.093 0.120 0.073 -0.163
O -0.35088 0.64416 -2.03492 0.108 -0.094 0.313 -0.150
O 2.11786 0.66214 -0.02565 0.025 0.004 0.089 -0.079
O 5.91585 -1.89041 1.13395 0.002 0.023 0.012 -0.082
O -0.16944 0.47672 2.03969 -0.079 -0.368 -0.175 -0.179
O -0.72741 4.16975 -1.43977 0.021 0.129 -0.011 0.056
N -0.37204 -1.53977 0.11814 0.038 -0.003 -0.037 -0.045
C 4.11696 -1.76713 2.62999 0.025 0.004 -0.039 -0.027
C 0.78393 -0.16173 2.60092 0.051 0.225 -0.016 -0.359
C 3.97385 -0.60689 0.51253 0.044 -0.058 0.033 0.037
C -0.24783 -2.68450 0.16111 -0.060 0.000 0.055 -0.174
C -0.65706 2.97431 -1.21792 -0.071 -0.129 0.088 -0.610
C 0.52461 2.44413 -3.37258 -0.014 0.010 -0.015 -0.008
C -0.59779 2.03568 -2.44227 0.011 -0.084 0.031 -0.504
C 2.65070 -0.09844 0.81175 -0.065 0.130 -0.056 -0.373
C -1.95553 2.03050 -3.11503 -0.021 -0.049 -0.011 -0.008
C 0.39751 -0.54981 4.01419 0.008 0.042 0.064 -0.020
C 2.06804 -0.49884 2.09814 -0.027 -0.108 0.039 -0.100
C 6.50793 -1.56595 -0.10707 -0.020 -0.018 0.015 -0.096
C 2.87728 -1.32750 2.94586 -0.042 0.026 -0.024 -0.046
C 4.67041 -1.39512 1.37224 -0.042 0.022 -0.033 -0.290
B -0.09527 -4.25782 0.24549 0.028 -0.007 -0.017 -0.432
H -2.71010 1.64244 -2.42960 -0.001 -0.001 -0.003 0.096
H -0.51062 -4.59958 1.33592 0.002 0.021 -0.023 -0.010
H -0.58830 -0.13724 4.20900 0.012 0.016 0.016 0.082
H -1.92958 1.40044 -4.00528 -0.010 0.001 0.001 0.089
H 7.48692 -2.03903 -0.11034 0.001 -0.005 0.001 0.085
H 0.52699 1.81300 -4.26362 0.009 0.005 0.005 0.092
H 4.68693 -2.40586 3.28953 -0.001 -0.004 0.001 0.106
H 4.36537 -0.30038 -0.44590 0.007 -0.005 -0.014 0.102
H 1.48747 2.35952 -2.86231 0.009 0.019 -0.016 0.100
H -2.22119 3.04923 -3.39038 0.006 0.010 0.002 0.095
H 5.91349 -1.94947 -0.93994 -0.007 0.001 -0.004 0.095
H 0.34241 -1.63587 4.10028 -0.018 0.000 0.007 0.091
H 6.62378 -0.48517 -0.22048 0.003 0.011 0.003 0.092
H 1.10423 -0.17879 4.75587 0.010 -0.018 -0.005 0.085
H 0.61800 0.52461 -1.98281 -0.112 -0.032 -0.113 0.093
H 2.47321 -1.64481 3.89493 0.003 -0.006 0.012 0.095
H 0.38181 3.48390 -3.65779 0.015 0.007 -0.005 0.094
H 1.08567 -4.51144 0.11823 -0.029 -0.001 -0.003 -0.009
H -0.75875 -4.73254 -0.65502 0.011 0.002 0.016 -0.012

=====

13
Properties=species:S:1:pos:R:3:forces:R:3:lowdin_charge:R:1 method="wB97M-V/def2-TZVPD" e_lumo_ev=-0.305 de_lowest_kcal_mol=138.6 charge=0
O 1.53671 0.17009 -0.24732 -0.382 -0.578 0.217 0.037
O 0.48739 -1.71402 -1.84381 -0.775 0.517 0.711 -0.044
O 0.85029 -0.74072 1.72543 0.184 -0.149 -0.644 0.102
O -0.19923 -1.66164 -0.58228 -1.782 1.237 -0.011 -0.170
C -0.85531 0.49265 0.50148 2.337 0.672 0.873 -0.106
C 0.65081 -0.24061 0.48233 -1.317 2.565 0.631 -0.574
C -0.96712 1.65008 -0.17356 -0.127 -0.820 -0.159 0.087
H 1.81529 -0.81123 1.82702 -0.174 -0.155 -0.022 0.137
H 1.14287 -0.99220 -1.71679 -0.019 -0.059 0.090 0.073
H -0.97676 -0.71934 -0.41963 2.091 -2.901 -1.619 0.188
H -0.30291 1.85886 -1.00760 0.145 0.111 0.237 0.085
H -1.74199 2.37483 0.05217 -0.095 -0.181 -0.138 0.075
H -1.44005 0.33325 1.40258 -0.084 -0.259 -0.166 0.111